Arrangement A

# CH3O2S2

CH3O2S2 as an isolated structure (ωB97M-V/def2-TZVPD, the OMol25 dataset).

Atoms and positions in Å:
S: -1.142 0.348 -0.196
S: 1.369 -1.112 0.546
O: -1.637 0.425 1.150
O: -1.054 -1.150 -0.772
C: 0.680 0.482 0.097
H: 1.088 1.376 0.721
H: 0.960 0.959 -1.423
H: -0.264 -1.328 -0.123

Properties
Charge: -1
Frontier orbital gap, eV: 7.27

Arrangement B

# CH3O2S2

CH3O2S2 as an isolated structure (ωB97M-V/def2-TZVPD, the OMol25 dataset).

Atoms and positions in Å:
S: -0.384 0.692 2.953
S: -0.654 0.521 0.284
O: -0.064 1.787 -0.165
O: -1.455 -0.470 -1.140
C: -0.049 -0.593 -1.046
H: 0.669 1.538 2.573
H: 0.422 0.072 -1.725
H: 0.246 -1.590 -0.822

Properties
Charge: -1
Frontier orbital gap, eV: 7.13

Arrangement C

# CH3O2S2

An isolated ion of composition CH3O2S2 and charge -1 (ωB97M-V/def2-TZVPD, the OMol25 dataset).

Atoms and positions in Å:
S: -1.870 -0.310 0.392
S: 1.170 -1.097 -0.246
O: -2.610 0.479 -0.687
O: -1.603 -1.752 0.052
C: 0.010 0.315 0.268
H: 0.191 -1.980 -0.497
H: 0.223 0.909 1.162
H: 0.088 1.006 -0.600

Properties
Charge: -1
Frontier orbital gap, eV: 7.22

Relative stability in kcal/mol, measured from the most stable structure: arrangement A 43.2; arrangement B 44.9; arrangement C 0.0

Arrangement A

# C7H17NO

A 2-piece molecular cluster, C7H17NO overall (ωB97M-V/def2-TZVPD, the OMol25 dataset).

Atoms and positions in Å:
O: -0.862 -1.375 -1.724
N: -0.526 -0.608 0.494
C: -0.868 -0.850 3.000
C: -1.231 -0.990 -0.609
C: -1.070 -0.093 1.723
C: 1.753 2.407 -1.796
C: 0.893 -0.996 0.235
C: 2.457 1.048 -1.883
C: -2.800 -0.865 -0.604
H: 3.546 1.186 -2.096
H: 0.806 2.213 -1.223
H: -3.020 -1.926 -0.747
H: 1.622 -1.354 0.911
H: 1.518 2.894 -2.720
H: 2.010 0.331 -2.582
H: 0.796 -2.022 -0.296
H: -1.346 -1.832 3.313
H: 2.435 0.734 -0.848
H: 1.248 -0.108 -0.321
H: -2.127 0.329 1.654
H: 0.071 -1.441 3.020
H: -0.945 -0.172 3.809
H: -0.538 0.905 1.815
H: -3.121 -0.312 0.262
H: 2.313 3.182 -1.301
H: -3.016 -0.283 -1.485

Properties
Charge: 0
SMILES: CCN(C)C(C)=O.CC
Frontier orbital gap, eV: 9.87

Arrangement B

# C7H17NO

A 2-piece molecular cluster, C7H17NO overall (ωB97M-V/def2-TZVPD, the OMol25 dataset).

Atoms and positions in Å:
O: -0.568 -0.932 -2.887
N: -2.091 -1.031 -1.234
C: 0.767 0.167 1.024
C: -1.928 1.040 -2.625
C: 1.278 -1.078 0.269
C: 1.028 -1.078 -1.245
C: 0.744 1.527 3.153
C: 1.226 0.206 2.522
C: -1.471 -0.408 -2.264
H: -2.601 1.092 -3.472
H: 1.316 -2.033 -1.617
H: -1.013 1.529 -2.907
H: -2.434 1.578 -1.810
H: -1.920 -2.064 -1.223
H: 2.371 -1.212 0.442
H: 1.123 1.102 0.560
H: 0.824 -0.652 3.151
H: 1.653 -0.245 -1.730
H: 2.302 0.055 2.560
H: -0.050 -0.847 -1.391
H: 0.714 -1.947 0.703
H: -0.369 1.696 3.143
H: -2.962 -0.688 -0.871
H: -0.332 0.171 1.070
H: 1.223 2.321 2.498
H: 1.172 1.730 4.179

Properties
Charge: 0
SMILES: CC(N)=O.CCCCC
Frontier orbital gap, eV: 9.96

Arrangement C

# C7H17NO

C7H17NO as an isolated structure (ωB97M-V/def2-TZVPD, the OMol25 dataset).

Atoms and positions in Å:
O: -0.363 -0.081 2.268
N: -0.307 -1.894 0.806
C: 2.278 0.201 0.788
C: -0.526 -0.540 1.141
C: 1.378 -0.091 -1.530
C: 1.127 0.520 -0.157
C: 0.913 2.028 -0.219
C: -2.808 -0.775 -0.665
C: -1.998 0.030 0.331
H: 1.482 -1.177 -1.465
H: -2.867 -0.265 -1.629
H: 1.830 2.547 -0.516
H: 0.485 -2.275 1.312
H: 3.193 0.702 0.452
H: -0.215 0.212 -0.034
H: -2.566 0.138 1.258
H: 0.579 0.150 -2.234
H: 0.159 2.295 -0.965
H: 0.572 2.378 0.759
H: -1.877 1.064 0.001
H: -3.836 -0.901 -0.306
H: 2.091 0.585 1.793
H: 2.319 0.283 -1.949
H: -2.430 -1.788 -0.816
H: -1.130 -2.483 0.771
H: 2.517 -0.866 0.806

Properties
Charge: 0
Frontier orbital gap, eV: 9.49

Relative stability in kcal/mol, measured from the most stable structure: arrangement A 23.1; arrangement B 0.0; arrangement C 31.7

Arrangement A

# C7H17NO

A 3-piece molecular cluster, C7H17NO overall (ωB97M-V/def2-TZVPD, the OMol25 dataset).

Atoms and positions in Å:
O: -1.066 0.642 1.409
N: 1.705 0.719 1.313
C: -0.362 0.333 -0.851
C: -2.307 0.797 -1.401
C: 2.307 -1.531 0.367
C: -1.668 -1.450 0.400
C: 1.238 -0.610 0.915
C: 0.251 1.689 -1.058
C: -0.883 -0.173 0.362
H: 2.713 -1.150 -0.577
H: -1.623 -1.980 -0.549
H: 2.345 1.078 0.609
H: 0.886 -1.054 1.852
H: -0.144 1.057 1.588
H: 3.139 -1.685 1.072
H: 2.268 0.709 2.165
H: -2.702 -1.235 0.664
H: -2.566 1.659 -0.793
H: 1.334 1.617 -1.152
H: -0.050 2.392 -0.282
H: 1.873 -2.509 0.147
H: -3.061 0.019 -1.343
H: -0.131 -0.414 -1.598
H: -2.140 1.059 -2.443
H: -0.075 2.116 -2.006
H: -1.283 -2.095 1.190

Properties
Charge: 0
Frontier orbital gap, eV: 7.43

Arrangement B

# C7H17NO

A 3-piece molecular cluster, C7H17NO overall (ωB97M-V/def2-TZVPD, the OMol25 dataset).

Atoms and positions in Å:
O: 1.323 0.996 -1.056
N: -0.802 -0.224 -1.848
C: -2.630 -0.971 -0.440
C: -1.503 -0.029 -0.731
C: -0.140 -0.776 1.067
C: 1.691 0.411 -0.005
C: 2.497 -0.866 -0.155
C: 1.994 1.282 1.199
C: -1.664 1.395 -0.290
H: -0.346 -1.792 0.724
H: -2.413 -1.983 -0.783
H: 3.498 -0.590 -0.501
H: 0.097 0.326 -1.872
H: 1.197 2.009 1.348
H: 2.593 -1.423 0.775
H: -2.058 1.447 0.722
H: 2.046 -1.508 -0.911
H: 2.916 1.833 0.988
H: -0.953 -0.401 1.690
H: -2.833 -1.004 0.629
H: -0.715 -1.184 -2.155
H: 2.136 0.708 2.113
H: -0.713 1.920 -0.360
H: -2.378 1.888 -0.961
H: -3.533 -0.618 -0.947
H: 0.692 -0.847 1.761

Properties
Charge: 0
Frontier orbital gap (alpha / beta), eV: 7.99 / 7.99

Relative stability in kcal/mol, measured from the most stable structure: arrangement A 31.9; arrangement B 0.0

Arrangement A

# C36H102N6O18

A 12-piece molecular cluster, C36H102N6O18 overall (ωB97M-V/def2-TZVPD, the OMol25 dataset).

Atoms and positions in Å:
O: 1.746 -0.041 2.707
O: -1.324 -3.779 1.164
O: 3.000 -2.881 4.036
O: -3.026 3.847 1.369
O: -5.152 1.441 -3.833
O: -1.768 -3.467 -1.569
O: -0.154 6.151 1.262
O: 2.136 -2.835 1.235
O: 4.526 -3.988 -1.089
O: 2.224 -0.135 5.585
O: -3.454 -1.969 0.691
O: -2.724 1.270 2.609
O: 2.688 1.903 -1.595
O: -0.396 0.710 1.203
O: 4.644 -0.575 2.949
O: -2.070 0.522 -5.129
O: -0.013 -1.310 -1.816
O: 3.356 0.297 -3.833
N: -2.157 -1.639 3.366
N: 1.524 4.001 0.056
N: -4.449 3.867 -1.232
N: 1.192 1.988 -5.040
N: 2.376 -2.319 -2.385
N: 0.584 -2.286 4.901
C: -6.304 0.987 -4.505
C: -0.797 -2.020 6.989
C: 2.852 0.711 2.035
C: -0.913 -4.826 0.329
C: 2.874 -4.061 3.284
C: -0.748 -4.393 -1.149
C: 4.202 1.307 -3.253
C: 4.503 -3.619 -2.403
C: 0.148 -1.396 6.000
C: 3.120 -3.816 1.753
C: -0.201 5.796 -0.105
C: 0.551 0.586 -6.883
C: -2.513 2.448 3.306
C: 1.393 5.197 -2.106
C: 3.051 -3.281 -4.463
C: 0.444 -0.788 -0.596
C: -0.472 0.333 -0.210
C: 0.057 1.429 -5.693
C: 1.202 5.336 -0.579
C: -2.006 3.530 2.421
C: 3.091 -3.466 -2.977
C: 5.741 -4.428 -0.631
C: -1.297 6.733 1.758
C: 4.058 -0.165 1.769
C: -0.714 0.562 -4.726
C: -3.503 -2.174 3.144
C: 3.452 0.383 6.120
C: -4.117 -1.359 -0.400
C: -4.425 -1.946 4.384
C: 3.959 1.517 -1.838
C: 1.370 -0.704 6.607
C: -4.224 -1.695 1.903
C: -2.895 2.274 -2.338
C: -2.785 -0.708 -4.930
C: -4.167 3.101 -2.456
C: -5.425 2.247 -2.752
H: -3.162 1.528 -1.591
H: 2.417 4.853 -2.321
H: -0.989 -5.275 -1.765
H: 3.154 1.581 2.612
H: 0.609 3.560 0.128
H: 0.725 4.476 -2.567
H: 0.407 0.279 1.619
H: -1.889 0.944 2.219
H: 0.422 -3.221 5.160
H: 1.828 0.034 3.679
H: 0.032 -5.177 0.673
H: 1.475 -0.394 -0.592
H: 3.981 2.189 -3.843
H: -2.633 1.783 -3.302
H: -5.373 -2.525 4.363
H: 5.044 -2.725 -2.676
H: -4.808 4.867 -1.462
H: -1.645 -2.409 6.437
H: -6.055 0.030 -5.020
H: 2.588 2.614 -0.932
H: 3.525 -2.310 -4.775
H: 2.378 1.022 1.054
H: 5.285 1.000 -3.379
H: 1.238 -0.203 -6.540
H: 1.843 -4.545 3.494
H: -2.244 6.132 1.672
H: -3.612 3.062 1.415
H: 3.820 -1.070 1.158
H: 6.054 -5.323 -1.165
H: -3.660 3.960 -0.569
H: -0.411 -0.631 5.482
H: 0.263 -1.538 0.170
H: -0.683 2.210 -6.124
H: -1.751 -1.693 2.438
H: 0.976 2.510 -4.194
H: 5.646 -4.726 0.395
H: -5.226 -2.249 1.897
H: -3.442 -1.513 -1.265
H: 4.118 -3.497 1.579
H: 1.789 -1.539 7.100
H: -1.170 -1.232 7.657
H: 3.252 0.891 7.080
H: -0.666 6.659 -0.672
H: 4.011 -1.247 3.439
H: 1.737 4.173 1.063
H: 2.511 0.763 -4.082
H: -1.539 -0.002 -0.337
H: 1.883 6.131 -0.171
H: 3.576 -4.803 3.621
H: 4.810 0.423 1.207
H: 4.721 2.288 -1.519
H: -1.863 4.475 2.993
H: 0.984 0.085 7.274
H: -4.371 -0.327 -0.181
H: -3.478 2.792 3.774
H: -1.212 -2.720 -1.839
H: -1.599 -5.649 0.347
H: -1.130 6.941 2.802
H: -1.123 3.225 1.853
H: 1.054 1.214 -7.610
H: -5.158 -1.799 -0.594
H: 4.232 -0.395 6.140
H: 2.027 -3.092 -4.767
H: -7.177 0.895 -3.857
H: -4.527 -0.906 4.533
H: -4.014 3.793 -3.313
H: 2.388 -2.358 -1.423
H: -2.120 2.903 -2.011
H: 0.737 -1.773 -2.253
H: -0.342 0.242 -7.382
H: -2.033 -3.274 0.727
H: -2.215 -0.701 3.605
H: -2.910 -0.962 -3.852
H: 0.208 -3.926 -1.376
H: 4.944 -4.413 -3.018
H: -0.890 4.897 -0.307
H: -0.353 -0.476 -4.649
H: 3.060 -4.843 1.255
H: -0.631 1.092 -3.745
H: 1.387 6.130 -2.720
H: 2.051 -2.104 1.880
H: -0.400 1.173 -0.896
H: -0.219 -2.740 7.627
H: -3.816 -0.506 -5.175
H: -2.377 -1.480 -5.624
H: -6.296 2.963 -2.928
H: 2.096 -2.596 4.361
H: 2.626 -4.404 -2.675
H: -5.648 1.721 -1.852
H: 1.731 2.647 -5.597
H: -6.551 1.614 -5.424
H: 0.026 -2.186 4.053
H: 2.863 -1.457 -2.696
H: 6.568 -3.699 -0.594
H: 3.622 -4.046 -5.007
H: -1.776 2.250 4.075
H: 4.181 0.597 -1.294
H: 3.796 1.229 5.431
H: -1.564 7.658 1.218
H: -3.928 -2.284 5.304
H: -4.531 -0.634 1.944
H: -3.358 -3.303 3.097

Properties
Charge: 0
SMILES: COC[C@H](C)N.COC[C@H](C)N.COC[C@H](C)N.COC[C@H](C)N.COC[C@H](C)N.COC[C@H](C)N.OCCO.OCCO.OCCO.OCCO.OCCO.OCCO
Frontier orbital gap, eV: 9.27

Arrangement B

# C36H102N6O18

A 12-piece molecular cluster, C36H102N6O18 overall (ωB97M-V/def2-TZVPD, the OMol25 dataset).

Atoms and positions in Å:
O: 1.066 1.767 -5.034
O: -3.094 1.276 2.089
O: 5.563 0.384 1.580
O: -4.904 -2.214 -3.608
O: -1.125 -0.425 -1.917
O: 0.929 2.569 3.985
O: 1.740 0.385 -2.268
O: 2.428 -3.115 1.154
O: 1.675 3.179 -2.544
O: 1.514 -4.152 -1.411
O: 0.331 -1.546 4.658
O: -4.443 4.196 -1.059
O: 5.122 -2.518 0.052
O: -5.440 0.690 3.496
O: -4.364 -4.644 -1.939
O: 3.896 1.651 -3.835
O: 0.794 -0.449 0.116
O: -1.299 -3.847 -4.728
N: -6.087 6.138 -2.599
N: -1.224 -5.250 -1.740
N: 1.585 5.903 2.708
N: 2.719 0.375 1.786
N: -0.548 -1.731 8.288
N: 0.994 -1.346 -5.974
C: -0.490 -1.722 5.817
C: 2.700 -0.377 -3.012
C: -0.286 -3.320 -5.490
C: -3.896 -2.417 -2.579
C: -3.872 2.912 -1.106
C: 6.992 0.542 1.877
C: 1.873 4.730 3.519
C: 4.075 0.382 -3.079
C: -5.099 6.950 -0.600
C: 2.432 5.202 4.881
C: -0.891 -4.175 -0.828
C: -4.845 6.353 -1.951
C: -4.261 -3.327 -1.451
C: -3.257 0.074 2.877
C: -2.251 -4.702 -5.464
C: -3.931 5.167 -1.919
C: 3.496 1.269 0.974
C: -0.384 0.374 0.150
C: 4.877 1.615 1.578
C: -0.707 -4.826 0.553
C: -0.202 -1.816 -5.321
C: -1.472 -1.033 -5.819
C: 2.385 -4.002 -2.563
C: 0.602 3.874 3.622
C: 0.604 3.478 -3.419
C: 2.661 2.480 0.613
C: -0.088 -2.233 3.491
C: 1.653 -1.780 7.127
C: 4.866 -2.931 1.426
C: -4.743 -0.393 2.969
C: -1.457 -0.300 -0.575
C: 0.347 -3.374 -1.366
C: 0.130 2.253 -4.144
C: 0.221 -1.296 7.121
C: -0.148 1.762 4.351
C: 3.642 -3.793 1.443
H: 2.335 -5.002 -2.979
H: 2.189 0.834 2.521
H: 3.337 3.271 0.268
H: 0.246 -0.231 7.233
H: -1.114 -2.020 3.240
H: -3.545 -5.132 -1.740
H: -0.212 -1.587 -4.203
H: 2.088 -1.779 8.144
H: -0.762 -4.133 1.378
H: 4.819 -0.104 -3.675
H: -4.294 7.074 -2.552
H: -4.717 2.220 -1.234
H: 2.859 -1.383 -2.574
H: 4.878 2.116 2.614
H: 2.272 4.460 5.691
H: 2.633 4.021 3.126
H: -6.413 0.608 3.333
H: -1.733 -5.593 -5.884
H: 1.393 -0.248 0.945
H: -0.133 -1.419 9.139
H: -5.459 6.174 0.054
H: 3.817 0.678 0.088
H: -2.725 -0.825 2.495
H: 7.469 1.174 1.140
H: -0.947 1.559 3.587
H: -1.602 -1.321 -0.118
H: 3.829 -4.663 0.782
H: 2.017 6.151 5.165
H: 0.435 -2.533 -0.742
H: -3.590 -3.188 -0.575
H: 2.303 -1.166 6.483
H: 1.762 0.008 -1.351
H: -1.184 -5.011 -2.701
H: 4.313 0.572 -2.033
H: 3.665 -4.311 2.398
H: -0.033 -3.017 -2.307
H: 3.531 5.255 4.875
H: 0.194 -5.468 0.590
H: 0.299 0.744 4.546
H: 1.002 4.214 -4.135
H: -0.285 1.348 -0.268
H: 1.016 -1.583 -6.937
H: 1.474 5.704 1.724
H: -2.836 0.240 3.886
H: -0.180 3.942 -2.880
H: 1.507 2.282 -2.188
H: -3.366 2.689 -0.161
H: -0.187 -0.592 -1.949
H: -3.022 -2.800 -3.097
H: 0.101 3.838 2.702
H: -1.401 -1.106 5.680
H: -1.704 -3.465 -0.894
H: -3.808 1.934 2.342
H: -0.091 4.332 4.318
H: 5.714 -3.442 1.779
H: -5.887 5.591 -3.435
H: -5.000 -0.617 1.946
H: -1.617 -1.079 -6.896
H: -3.649 4.796 -2.937
H: -2.950 5.419 -1.601
H: 4.796 -2.031 1.987
H: -2.398 0.217 -0.505
H: -0.815 -2.783 5.792
H: 1.862 1.562 -4.603
H: -0.340 -3.435 -6.586
H: 0.990 -0.344 -5.908
H: 0.547 -1.833 2.696
H: -0.722 0.526 1.164
H: 0.052 -3.311 3.513
H: -2.392 -1.293 -5.273
H: -5.975 7.666 -0.678
H: 7.498 -0.390 1.797
H: 5.343 2.308 0.873
H: -3.059 -4.995 -4.755
H: 1.659 -2.802 6.664
H: -0.460 -2.750 8.329
H: 2.320 -0.431 -4.016
H: -3.148 2.871 -1.936
H: -0.022 1.419 -3.503
H: -5.133 -3.057 -4.079
H: -6.662 5.550 -2.014
H: -0.749 2.533 -4.753
H: 3.334 -0.191 2.381
H: 3.349 -3.677 -2.138
H: 2.338 6.566 2.884
H: -1.587 -5.461 0.629
H: -4.906 -1.214 3.634
H: 2.227 -3.234 0.210
H: -4.258 7.549 -0.138
H: 3.330 2.200 -3.309
H: -5.230 -2.983 -1.085
H: 7.258 0.899 2.862
H: -2.735 -4.087 -6.231
H: 0.648 -3.802 -5.130
H: -0.748 -6.117 -1.614
H: 2.284 2.911 1.537
H: 2.037 -3.300 -3.326
H: -1.327 -0.005 -5.505
H: 1.820 2.279 -0.065
H: 5.059 -1.576 0.082
H: -0.608 2.143 5.229
H: -3.634 -1.400 -2.235

Properties
Charge: 0
SMILES: COC[C@H](C)N.COC[C@H](C)N.COC[C@H](C)N.COC[C@H](C)N.COC[C@H](C)N.COC[C@H](C)N.OCCO.OCCO.OCCO.OCCO.OCCO.OCCO
Frontier orbital gap, eV: 9.37

Relative stability in kcal/mol, measured from the most stable structure: arrangement A 0.0; arrangement B 21.6